1.
{"formula": "C17H17BBrF2N3O7S2", "method": "ωB97M-V/def2-TZVPD", "smiles": "[H]/N=C\\C[C@@H](Br)O[C@H]([C@H](N=C=S)O[C@@](S)(CC(=O)c1ccccc1)B(O)O)N(C(=O)F)C(=O)F", "lumo_ev": -0.05, "species": ["H", "N", "C", "C", "C", "Br", "O", "C", "C", "N", "C", "S", "O", "C", "S", "C", "C", "O", "C", "C", "C", "C", "C", "C", "B", "O", "O", "N", "C", "O", "F", "C", "O", "F", "H", "H", "H", "H", "H", "H", "H", "H", "H", "H", "H", "H", "H", "H", "H", "H"], "positions_angstrom": [[2.38124, 0.34874, 2.50100], [2.99284, 0.57887, 3.29845], [4.11729, 1.00883, 2.86510], [4.42880, 1.15117, 1.33393], [3.28276, 2.05802, 0.67564], [4.17359, 3.45502, -0.39062], [2.23495, 1.33004, 0.06704], [2.32962, 1.11249, -1.31562], [0.99776, 0.30900, -1.71745], [0.79389, 0.44320, -3.21157], [0.09473, 1.41991, -3.49098], [-0.92184, 2.59430, -3.87608], [-0.06444, 1.01088, -1.08721], [-1.02174, 0.15634, -0.44072], [-0.29404, -0.86049, 0.95019], [-2.04705, 1.16785, 0.28495], [-3.49031, 0.59041, 0.47577], [-4.39808, 1.18840, -0.07567], [-3.88964, -0.63227, 1.32890], [-5.04823, -1.40416, 0.83278], [-5.47209, -2.60456, 1.54786], [-4.75474, -3.04506, 2.75158], [-3.63106, -2.27725, 3.27850], [-3.22953, -1.08611, 2.54254], [-1.87209, -0.78150, -1.47535], [-2.54319, -0.20009, -2.55617], [-1.88392, -2.16423, -1.19368], [3.58498, 0.48583, -1.80049], [3.73698, -0.88213, -1.47731], [3.27841, -1.46840, -0.56082], [4.56922, -1.59648, -2.33424], [3.90899, 0.80448, -3.17504], [4.54439, 1.75611, -3.45643], [3.48057, 0.01011, -4.22153], [4.87510, 1.29563, 3.64099], [5.40659, 1.69663, 1.21788], [4.52446, 0.14514, 0.86256], [2.82081, 2.59537, 1.54973], [2.21360, 2.06975, -1.90747], [1.05097, -0.78157, -1.49733], [0.03605, 0.13332, 1.85570], [-2.12205, 2.12385, -0.30043], [-1.63741, 1.45805, 1.29138], [-5.60635, -1.09071, -0.08438], [-6.34431, -3.16752, 1.13940], [-5.04695, -3.97632, 3.29713], [-3.04028, -2.54881, 4.17750], [-2.36604, -0.47761, 2.91027], [-2.58061, -0.88165, -3.25331], [-2.55261, -2.57077, -1.77686]], "atomic_forces_ev_per_a": [[0.2, 0.0, 0.2], [0.8, 0.4, -0.5], [-0.6, -0.5, -0.3], [0.4, 0.8, 0.5], [0.7, -0.3, 2.0], [-0.5, -0.2, 0.0], [1.3, 0.3, -0.9], [-2.0, 0.4, -0.8], [0.2, 0.5, -0.3], [-0.4, 1.4, 0.9], [-1.0, 0.3, -0.9], [1.6, -1.5, 0.4], [0.5, -1.4, 0.5], [-1.2, 1.0, 1.6], [0.3, 0.2, -0.3], [0.4, -0.1, 0.1], [-0.6, 0.6, 0.2], [0.6, -0.5, 0.2], [-0.8, -2.0, 0.4], [1.0, -0.8, 1.8], [1.7, 1.2, 0.5], [0.6, 1.3, -0.5], [-1.2, 1.0, -2.4], [-0.7, -0.3, -0.5], [0.2, -0.8, 0.2], [1.1, -1.2, 0.8], [-0.6, 1.7, -1.1], [-0.5, -2.5, -1.4], [0.5, -1.1, -0.3], [-0.2, 0.6, 0.1], [-0.7, 1.7, 0.5], [0.7, 0.8, -1.3], [-0.2, 0.0, 0.2], [0.1, 0.2, 2.2], [-0.5, -0.2, -0.9], [-1.0, -0.7, 0.0], [-0.3, 0.8, 0.4], [0.2, -0.4, -1.2], [0.5, -0.7, 0.8], [-0.1, 0.9, 0.2], [-0.3, -0.4, -1.0], [-0.2, -1.1, 0.3], [-0.3, -0.4, -0.9], [0.7, -0.2, 1.0], [0.9, 0.4, 0.6], [0.1, 1.0, -0.7], [-0.8, 0.0, -0.8], [-0.9, -0.7, -0.3], [-0.4, 0.6, 0.1], [0.4, -0.2, 0.5]], "lowdin_charge": [0.026, 0.090, -0.223, -0.167, -0.650, 0.770, -0.107, -0.252, -0.245, 0.115, -0.721, 0.778, -0.130, -0.560, 0.866, -0.061, -0.335, 0.086, -0.124, -0.011, -0.070, -0.072, -0.063, -0.058, -0.629, 0.151, 0.126, 0.139, -0.443, 0.184, 0.103, -0.431, 0.193, 0.102, 0.112, 0.084, 0.104, 0.111, 0.155, 0.146, -0.084, 0.141, 0.112, 0.117, 0.097, 0.098, 0.101, 0.087, 0.124, 0.117]}

---

2.
{"formula": "C41H37Zr", "method": "ωB97M-V/def2-TZVPD", "charge": -1, "lumo_ev": 2.46, "relative_energy_kj_mol": 129.14, "species": ["C", "C", "C", "C", "C", "C", "C", "C", "C", "C", "C", "C", "C", "C", "C", "C", "C", "C", "C", "C", "C", "H", "H", "H", "H", "H", "H", "H", "H", "H", "H", "H", "H", "H", "H", "H", "H", "H", "C", "Zr", "C", "C", "C", "C", "C", "C", "C", "C", "C", "C", "C", "C", "C", "C", "C", "C", "C", "C", "C", "H", "H", "H", "H", "H", "H", "H", "H", "H", "H", "H", "H", "H", "H", "H", "H", "H", "H", "H", "H"], "positions_angstrom": [[-2.88442, -0.36463, 6.62995], [-1.65646, 0.29279, 6.50102], [-0.80099, 0.00516, 5.43863], [-1.14620, -0.98830, 4.49717], [-0.25293, -1.30565, 3.35586], [0.49764, -0.27541, 2.86787], [1.58131, -0.39270, 1.84549], [2.81237, 0.48765, 1.96705], [3.95990, 0.09026, 1.27866], [5.10314, 0.89167, 1.34246], [5.04826, 2.11223, 2.04977], [3.87021, 2.50563, 2.69657], [2.73262, 1.69369, 2.63815], [-0.15296, -2.72146, 2.89585], [0.16967, -3.08351, 1.56830], [0.36826, -4.41366, 1.20447], [0.12838, -5.44536, 2.12404], [-0.28925, -5.11257, 3.42032], [-0.38391, -3.77871, 3.80298], [-2.39046, -1.62774, 4.62177], [-3.25342, -1.31206, 5.66878], [-3.55811, -0.13287, 7.45105], [-1.35745, 1.02835, 7.24866], [0.15455, 0.52328, 5.33818], [0.27109, 0.73750, 3.15959], [1.93162, -1.42211, 1.90728], [3.97517, -0.86944, 0.75543], [6.02164, 0.56374, 0.85854], [5.92708, 2.76085, 2.07965], [3.81748, 3.43311, 3.26487], [1.81324, 1.96513, 3.15351], [0.24045, -2.31384, 0.80834], [0.72444, -4.64545, 0.19490], [0.22751, -6.47632, 1.81631], [-0.51989, -5.89817, 4.14543], [-0.66414, -3.53119, 4.82658], [-2.67832, -2.36793, 3.87678], [-4.20576, -1.83295, 5.74054], [0.99895, -0.11358, 0.52486], [-0.72013, 0.92740, -3.30792], [-2.39386, 1.81728, -2.28054], [-1.65529, -0.15638, -5.11617], [-0.31579, -0.69894, -5.04522], [-0.26991, -1.66521, -3.96195], [0.79855, -2.37547, -3.36182], [0.53169, -3.22211, -2.29828], [-0.76518, -3.31689, -1.75718], [-1.80570, -2.52581, -2.22856], [-1.58149, -1.70408, -3.35451], [-2.40879, -0.73823, -4.04226], [1.30169, 1.93890, -3.92076], [0.26807, 2.30853, -4.86949], [-0.38227, 3.50113, -4.34826], [-1.36071, 4.33364, -4.91990], [-1.83052, 5.40099, -4.17532], [-1.32807, 5.66190, -2.88399], [-0.34332, 4.87000, -2.31460], [0.15694, 3.77541, -3.04752], [1.12580, 2.74534, -2.74700], [1.55541, -0.57207, -0.32099], [0.97967, 0.97758, 0.26902], [-0.06574, -0.38001, 0.45637], [-2.97370, 2.36861, -3.03689], [-3.04341, 1.06600, -1.80754], [-2.06551, 2.53075, -1.51018], [-2.02155, 0.58516, -5.82331], [0.52235, -0.53430, -5.70927], [1.80639, -2.25347, -3.77234], [1.32313, -3.85516, -1.88772], [-0.95530, -4.03223, -0.95372], [-2.78427, -2.53579, -1.75932], [-3.44374, -0.55269, -3.75733], [2.11066, 1.21663, -4.08887], [0.12596, 1.96816, -5.88680], [-1.71195, 4.09709, -5.92477], [-2.59647, 6.05276, -4.59268], [-1.73075, 6.51018, -2.32370], [0.05776, 5.06747, -1.32202], [1.70904, 2.73251, -1.83235]], "atomic_forces_ev_per_a": [[0.2, -0.1, -0.4], [-0.1, 0.0, 0.0], [-0.2, -0.5, -0.1], [-0.6, 0.3, 0.1], [1.0, 1.1, -0.2], [-0.1, -1.0, 0.2], [0.6, -0.6, 1.0], [-0.8, -0.4, 0.1], [0.6, 0.3, 0.5], [-0.6, 0.4, 0.3], [-0.1, -0.2, -0.1], [0.0, -0.2, -0.2], [0.9, 0.1, 0.2], [0.1, -0.7, -0.1], [-0.1, 0.2, 0.4], [0.0, -0.4, 0.4], [-0.1, 0.8, 0.1], [0.2, -0.1, -0.2], [0.0, 0.3, -0.1], [0.1, 0.3, 0.2], [0.2, 0.0, 0.1], [0.2, 0.0, -0.1], [-0.1, -0.1, -0.2], [-0.3, -0.2, 0.1], [-0.3, 0.0, 0.4], [0.1, -0.1, -0.2], [0.0, 0.3, 0.1], [-0.2, 0.2, 0.1], [-0.3, -0.2, 0.1], [0.2, -0.1, -0.2], [0.3, 0.1, -0.1], [0.1, -0.3, 0.1], [-0.3, 0.1, 0.4], [0.1, -0.1, 0.1], [0.1, 0.3, -0.2], [0.1, -0.1, -0.2], [0.0, 0.2, 0.2], [0.1, 0.2, 0.0], [-1.1, 1.2, -2.9], [0.7, -1.6, 1.0], [-1.4, 0.6, 1.0], [0.1, 0.1, -0.3], [-0.2, -1.0, 0.5], [-0.3, 0.9, -0.3], [0.1, 0.4, -0.2], [-0.2, -0.4, 0.1], [-0.1, -0.2, 0.0], [0.3, 0.2, 0.0], [0.0, 0.9, -0.3], [0.3, -0.4, 0.4], [-0.3, 1.0, -0.6], [0.7, 1.3, -0.4], [0.8, -0.7, 0.0], [-0.1, 0.1, 0.4], [0.0, -0.3, -0.5], [0.3, 0.0, 0.5], [-0.2, 0.0, -0.2], [-0.3, -0.9, -0.3], [0.3, -0.1, 0.0], [-0.4, 0.1, 0.4], [0.1, -0.7, 0.4], [0.4, -0.2, -0.2], [-0.1, 0.0, 0.1], [0.0, 0.2, -0.1], [-0.1, 0.0, -0.2], [0.0, -0.6, -0.1], [-0.2, 0.2, 0.0], [-0.3, -0.2, 0.2], [-0.1, 0.3, -0.1], [0.0, 0.4, -0.2], [0.0, -0.1, 0.0], [0.3, 0.1, -0.3], [-0.6, 0.1, 0.2], [0.3, 0.0, 0.0], [-0.1, 0.2, 0.2], [0.1, -0.1, 0.1], [0.2, -0.2, -0.2], [-0.2, 0.1, -0.1], [0.1, -0.1, -0.3]], "lowdin_charge": [-0.101, -0.092, -0.031, -0.187, -0.118, 0.006, -0.354, -0.199, -0.034, -0.080, -0.102, -0.086, -0.036, -0.147, -0.019, -0.080, -0.084, -0.090, -0.049, -0.045, -0.086, 0.094, 0.098, 0.109, 0.102, 0.129, 0.121, 0.096, 0.093, 0.097, 0.102, 0.084, 0.088, 0.093, 0.099, 0.110, 0.120, 0.099, -0.095, 1.331, -0.322, -0.284, -0.211, -0.273, -0.069, -0.148, -0.149, -0.049, -0.263, -0.188, -0.264, -0.250, -0.255, -0.051, -0.116, -0.115, -0.052, -0.247, -0.154, 0.091, 0.093, 0.078, -0.013, -0.030, -0.027, 0.087, 0.097, 0.099, 0.082, 0.072, 0.098, 0.101, 0.107, 0.095, 0.107, 0.088, 0.090, 0.105, 0.079]}

---

3.
{"formula": "C30H45IrN9OPS2", "method": "ωB97M-V/def2-TZVPD", "charge": 3, "s_squared": 8.827, "lumo_ev": [-7.29, -10.43], "relative_energy_kj_mol": 37.61, "spin_multiplicity": 6, "species": ["Ir", "C", "C", "N", "N", "C", "S", "S", "C", "C", "C", "C", "C", "C", "C", "C", "C", "C", "C", "C", "C", "O", "H", "H", "H", "H", "H", "H", "H", "H", "H", "H", "H", "H", "H", "H", "C", "N", "C", "N", "C", "N", "C", "P", "C", "C", "H", "H", "H", "H", "H", "H", "H", "H", "H", "H", "H", "H", "H", "C", "C", "C", "N", "H", "H", "H", "H", "H", "C", "N", "C", "C", "N", "N", "C", "C", "H", "H", "H", "H", "H", "H", "H", "H", "H", "H", "H", "H", "H"], "positions_angstrom": [[-0.11552, -0.45712, 0.30197], [-1.67352, 3.67381, -1.34485], [-1.59318, 2.29425, -0.75030], [-0.46818, 1.80664, -0.34376], [0.59447, 2.68064, -0.47379], [1.74667, 2.19284, -0.17123], [2.20542, 0.63225, 0.31761], [3.17110, 3.26246, -0.34369], [2.47355, 4.91657, -0.69111], [2.72903, 5.44600, 0.67521], [3.96245, 6.06987, 0.97095], [4.17446, 6.60839, 2.21249], [3.17643, 6.51012, 3.19437], [1.96663, 5.86321, 2.92765], [1.74576, 5.31612, 1.68933], [-2.84101, 1.52500, -0.57501], [-3.94086, 1.79177, -1.36444], [-5.19635, 1.23433, -1.10446], [-5.40655, 0.41914, 0.02022], [-4.35449, 0.12459, 0.83273], [-3.02047, 0.59470, 0.53672], [-2.07886, 0.19152, 1.26202], [-1.15836, 4.37737, -0.69284], [-2.69463, 4.01523, -1.46672], [-1.16027, 3.71182, -2.30795], [1.42714, 4.81460, -0.96027], [3.05687, 5.39484, -1.47160], [4.71522, 6.14644, 0.19640], [5.10213, 7.11582, 2.43764], [3.34669, 6.93907, 4.17302], [1.21219, 5.80481, 3.69970], [0.82185, 4.80472, 1.45226], [-3.85327, 2.46996, -2.20238], [-6.02748, 1.46854, -1.75603], [-6.39781, 0.04011, 0.22769], [-4.44899, -0.50517, 1.70712], [-0.43543, -0.78091, -5.05190], [-1.52469, -1.57251, -4.29710], [-1.08853, -3.05174, -4.26037], [0.19893, -3.17602, -3.68362], [1.18137, -2.39322, -4.43191], [0.83385, -0.97292, -4.45069], [0.95974, -0.34405, -3.13183], [-0.17483, -1.11029, -1.89967], [-1.72871, -1.02358, -2.91397], [0.21801, -2.87588, -2.25154], [-0.73732, 0.26598, -5.04006], [-0.44273, -1.16026, -6.07379], [-2.39945, -1.50707, -4.82160], [-1.08614, -3.38813, -5.29724], [-1.84432, -3.59238, -3.69177], [1.21879, -2.76132, -5.45777], [2.16464, -2.51955, -3.98298], [0.75768, 0.72774, -3.21139], [1.98766, -0.44491, -2.77731], [-2.06311, 0.01049, -3.01050], [-2.51781, -1.59706, -2.42338], [-0.49094, -3.51529, -1.72109], [1.21544, -3.09852, -1.86390], [-4.48667, -3.71211, 2.45362], [-3.21321, -4.30978, 1.85301], [-2.50556, -3.35989, 1.00385], [-1.94902, -2.61009, 0.33261], [-4.97085, -4.45466, 3.08376], [-5.18964, -3.42097, 1.67436], [-4.25933, -2.84365, 3.07067], [-3.43206, -5.18946, 1.24483], [-2.51578, -4.62569, 2.63173], [0.23137, -0.68497, 3.40536], [1.54486, -1.26656, 3.20025], [2.62143, -0.68836, 4.00047], [1.78320, -2.09161, 2.16586], [0.96542, -2.10028, 1.11304], [2.87018, -2.89402, 2.21671], [3.39731, -3.50166, 1.00571], [3.31531, -3.51862, 3.46368], [0.12435, -0.43775, 4.46110], [-0.54619, -1.39685, 3.13638], [0.09757, 0.24167, 2.83258], [2.50430, 0.39634, 4.00474], [3.58521, -0.92578, 3.56121], [2.59148, -1.04757, 5.02965], [1.09881, -2.93367, 0.55816], [2.90490, -4.45125, 0.76985], [4.45650, -3.70323, 1.15491], [3.30105, -2.81234, 0.16758], [2.65097, -3.24942, 4.27824], [4.33349, -3.21916, 3.71273], [3.29022, -4.60250, 3.34409]], "atomic_forces_ev_per_a": [[0.5, 0.1, 0.0], [0.0, 0.0, 0.0], [-0.3, 0.2, 0.0], [0.2, 0.0, 0.1], [-0.2, 0.0, -0.1], [0.2, 0.0, 0.0], [-0.1, 0.0, 0.1], [-0.2, 0.1, 0.0], [0.1, -0.1, 0.1], [-0.1, -0.1, -0.1], [0.2, 0.1, 0.1], [0.1, 0.0, 0.0], [0.1, 0.1, 0.0], [-0.2, -0.1, -0.1], [0.0, 0.0, 0.1], [0.2, 0.0, 0.0], [-0.1, 0.0, -0.1], [0.0, 0.1, -0.1], [0.1, -0.1, 0.1], [-0.1, 0.0, 0.0], [0.0, -0.1, 0.1], [0.0, 0.0, -0.1], [0.0, 0.0, 0.0], [0.0, 0.0, 0.0], [0.0, 0.0, 0.0], [0.0, 0.0, 0.0], [0.0, 0.0, 0.0], [0.0, 0.0, 0.0], [0.0, 0.0, 0.0], [0.0, 0.0, 0.0], [0.0, 0.0, 0.0], [0.0, 0.0, 0.0], [0.0, 0.0, 0.0], [0.0, 0.0, 0.0], [0.0, 0.0, 0.0], [0.0, 0.0, 0.0], [0.0, 0.0, 0.0], [0.0, 0.0, 0.0], [0.0, 0.0, 0.0], [0.0, 0.0, 0.0], [0.0, 0.0, 0.0], [0.0, 0.0, 0.0], [0.0, 0.0, -0.1], [-0.1, 0.0, -0.1], [0.0, 0.0, -0.1], [0.1, -0.1, 0.0], [0.0, 0.0, 0.0], [0.0, 0.0, 0.0], [0.0, 0.0, 0.0], [0.0, 0.0, 0.0], [0.0, 0.0, 0.0], [0.0, 0.0, 0.0], [0.0, 0.0, 0.0], [0.0, 0.0, 0.0], [0.0, 0.0, 0.0], [0.0, 0.0, 0.0], [0.0, 0.0, 0.0], [0.0, 0.0, 0.0], [0.0, 0.0, 0.0], [-0.1, 0.0, 0.0], [0.0, -0.1, 0.1], [0.1, 0.1, -0.1], [-0.2, -0.1, -0.1], [0.0, 0.0, 0.0], [0.0, 0.0, 0.0], [0.0, 0.0, 0.0], [0.0, 0.0, 0.0], [0.0, 0.0, 0.0], [0.0, 0.0, 0.1], [0.1, 0.0, 0.0], [0.0, 0.0, 0.0], [0.1, -0.1, 0.0], [0.0, 0.0, 0.1], [-0.1, 0.0, 0.0], [0.0, 0.0, 0.0], [0.0, 0.0, 0.0], [0.0, 0.0, 0.0], [0.0, 0.0, 0.0], [0.0, 0.0, 0.0], [0.0, 0.0, 0.0], [0.0, 0.0, 0.0], [0.0, 0.0, 0.0], [-0.1, 0.0, 0.0], [0.0, 0.0, 0.0], [0.0, 0.0, 0.0], [0.0, 0.0, 0.0], [0.0, 0.0, 0.0], [0.0, 0.0, 0.0], [0.0, 0.0, 0.0]], "mulliken_spin": [2.105, 0.002, -0.005, 0.164, 0.031, 0.012, 0.298, 0.373, 0.028, 0.114, 0.106, -0.002, 0.208, -0.017, 0.129, 0.095, -0.048, 0.257, -0.038, 0.164, 0.142, 0.320, -0.004, 0.003, -0.001, -0.007, 0.002, 0.002, 0.002, 0.004, 0.001, 0.013, 0.007, 0.001, 0.004, 0.011, 0.001, 0.008, 0.004, 0.007, 0.000, 0.008, -0.008, 0.264, -0.003, -0.008, -0.001, 0.000, 0.000, 0.000, -0.001, 0.001, -0.001, -0.002, 0.004, -0.009, -0.002, 0.001, 0.005, 0.000, 0.000, 0.012, 0.051, 0.000, 0.000, 0.000, 0.000, 0.000, 0.071, 0.014, -0.001, -0.011, 0.124, 0.022, 0.003, -0.001, 0.006, -0.016, -0.010, 0.001, 0.000, 0.001, -0.009, 0.000, 0.001, -0.004, 0.000, 0.001, 0.001]}